# 1
Formula: C33H46I2N9O3PTl
Source: the OMol25 dataset
Level of theory: wB97M-V/def2-TZVPD

Geometry as XYZ:
```
95
Properties=species:S:1:pos:R:3:forces:R:3
Tl -0.144 0.751 0.525 -0.21 -0.28 0.38
O 2.212 -0.062 4.283 -0.04 0.00 -0.02
C 1.713 0.353 3.229 0.04 0.03 0.07
N 0.819 -0.229 2.427 0.06 -0.04 -0.11
C 0.231 -1.473 2.712 0.00 0.04 0.03
C 0.277 -2.101 3.967 0.01 0.00 -0.02
C -0.369 -3.304 4.192 0.00 0.00 -0.03
C -1.090 -3.909 3.170 0.01 0.00 0.02
C -1.151 -3.296 1.935 -0.01 0.01 -0.04
C -0.498 -2.090 1.677 0.00 -0.03 0.03
N -0.692 -1.472 0.411 0.00 0.03 0.02
C -0.436 -2.251 -0.646 0.02 -0.10 -0.21
O 0.274 -3.268 -0.612 -0.03 0.11 -0.02
C -1.092 -2.030 -2.033 0.02 0.01 0.03
C -1.370 -3.178 -2.674 -0.06 -0.04 0.05
C -1.867 -3.194 -4.035 0.14 -0.04 -0.03
C -1.655 -2.125 -4.796 0.11 -0.09 0.00
C -0.915 -0.950 -4.187 -0.08 -0.02 -0.03
N -1.313 -0.783 -2.753 0.18 0.05 -0.03
C 2.177 1.729 2.772 -0.04 -0.02 -0.02
C 2.695 2.608 3.719 0.00 -0.02 0.00
C 3.077 3.871 3.314 0.01 0.02 -0.01
C 2.953 4.219 1.975 0.00 0.00 0.01
C 2.446 3.278 1.100 -0.03 0.01 0.01
N 2.068 2.060 1.488 0.07 0.00 0.00
H 0.840 -1.628 4.753 0.00 0.00 0.01
H -0.312 -3.764 5.171 0.00 0.00 0.00
H -1.607 -4.846 3.335 0.01 0.00 0.00
H -1.717 -3.751 1.131 0.00 0.01 0.00
H -1.145 -4.106 -2.172 0.01 -0.01 0.01
H -2.357 -4.080 -4.420 0.02 0.00 0.01
H -1.985 -2.071 -5.826 0.01 -0.01 0.01
H -1.036 1.067 -4.386 -0.02 0.02 -0.01
H 2.771 2.273 4.743 -0.01 0.00 0.00
H 3.457 4.586 4.033 0.00 0.00 0.00
H 3.225 5.203 1.619 -0.01 0.00 0.00
H 2.302 3.501 0.048 0.01 -0.01 0.00
N 2.066 -0.477 -0.323 -0.02 -0.01 -0.13
C 3.056 -0.407 -1.402 0.06 0.01 0.03
C 3.488 1.029 -1.693 0.01 -0.02 -0.02
C 2.592 1.808 -2.648 -0.04 -0.02 0.01
N 1.225 1.970 -2.152 0.03 0.02 -0.03
H 2.483 -0.163 0.547 -0.05 0.06 0.01
H 1.781 -1.443 -0.171 0.01 0.00 -0.01
H 2.627 -0.869 -2.295 0.00 0.01 -0.01
H 3.946 -0.996 -1.152 0.00 -0.01 0.00
H 4.488 1.002 -2.139 0.00 0.02 0.01
H 3.573 1.570 -0.748 0.00 -0.02 0.00
H 2.632 1.325 -3.637 -0.01 -0.01 0.00
H 3.009 2.810 -2.776 0.02 -0.01 -0.01
H 0.698 1.104 -2.221 0.02 -0.06 -0.03
H 0.727 2.662 -2.700 0.01 -0.01 0.00
O -2.739 0.107 -0.794 0.01 -0.01 -0.01
P -2.740 0.058 -2.265 0.02 0.07 0.01
N -4.107 -0.709 -2.800 -0.02 -0.07 -0.03
C -4.771 -1.608 -1.821 -0.02 0.01 -0.02
C -5.805 -2.349 -2.663 0.00 0.00 0.01
C -5.149 -2.425 -4.039 -0.02 0.02 -0.02
C -4.509 -1.048 -4.169 -0.04 0.11 0.00
N -2.680 1.567 -2.962 -0.12 0.01 0.14
C -2.239 2.666 -2.071 0.07 -0.02 -0.04
C -2.479 3.907 -2.912 -0.01 0.00 0.04
C -3.793 3.571 -3.611 0.01 0.00 -0.03
C -3.674 2.075 -3.922 0.06 -0.01 0.00
N -1.287 0.250 -4.930 0.03 -0.02 -0.03
C -0.734 0.330 -6.279 0.00 0.00 0.01
C 0.774 0.117 -6.351 0.01 0.01 -0.02
C 1.137 -1.196 -5.668 0.00 0.00 0.00
C 0.602 -1.206 -4.240 -0.01 -0.03 0.02
H -5.210 -1.030 -1.010 0.00 0.00 0.00
H -4.051 -2.301 -1.379 0.00 0.00 0.00
H -6.730 -1.769 -2.723 0.00 0.00 0.00
H -6.045 -3.325 -2.243 0.00 0.00 0.00
H -5.854 -2.629 -4.846 0.00 -0.01 0.00
H -4.378 -3.197 -4.046 -0.05 0.04 0.01
H -5.254 -0.335 -4.540 0.00 0.04 0.01
H -3.660 -1.019 -4.852 -0.11 0.02 0.05
H -1.196 2.543 -1.781 -0.04 -0.01 0.05
H -2.824 2.689 -1.150 -0.01 0.02 -0.02
H -1.675 4.038 -3.644 0.00 -0.02 -0.01
H -2.532 4.804 -2.296 0.01 0.01 -0.01
H -3.972 4.161 -4.510 -0.01 0.00 0.00
H -4.623 3.746 -2.924 0.01 -0.01 0.01
H -3.326 1.897 -4.945 0.02 -0.02 0.00
H -4.633 1.575 -3.805 -0.05 -0.05 0.01
H -1.013 1.306 -6.683 0.01 0.00 0.00
H -1.228 -0.415 -6.911 -0.01 0.00 0.01
H 1.281 0.946 -5.844 0.00 0.00 0.01
H 1.102 0.124 -7.394 0.00 0.01 0.00
H 2.219 -1.339 -5.653 -0.01 -0.01 0.00
H 0.717 -2.035 -6.232 -0.01 0.00 0.01
H 1.083 -0.402 -3.681 0.02 0.09 0.07
H 0.836 -2.145 -3.737 0.02 0.02 0.00
I -1.346 3.090 1.471 0.09 0.09 -0.25
I -2.498 5.672 2.537 -0.06 0.08 0.06
```
Positions in Å, forces in eV/Å.

Output
total charge	-1
LUMO	1.70	eV
multiplicity	1
ΔE to the lowest compared entry with this formula, charge and spin	196.7	kJ/mol
max |F|	0.51	eV/A
E	-84710.267	eV
Kohn-Sham gap	6.08	eV
highest occupied orbital energy	-4.4	eV



# 2
Formula: C30H55N2O2P2Ru
Source: the OMol25 dataset
Level of theory: wB97M-V/def2-TZVPD

Geometry as XYZ:
```
92
Properties=species:S:1:pos:R:3:forces:R:3
C -0.580 -2.423 -1.210 -0.21 0.28 0.01
C 1.611 -2.431 -0.312 -0.44 -0.41 -0.40
C -0.353 -3.640 -1.857 -0.14 0.12 0.18
C 1.813 -3.738 -0.837 0.49 0.80 0.51
C 0.848 -4.313 -1.632 -0.39 -0.14 -0.29
H -1.148 -4.033 -2.483 0.23 -0.17 0.05
H 2.765 -4.210 -0.616 -0.18 -0.12 -0.19
H 1.012 -5.286 -2.088 0.02 0.12 0.09
N 0.378 -1.840 -0.486 -0.14 0.61 0.19
P -2.231 -0.724 0.290 -2.17 -1.72 -0.65
P 2.371 0.068 0.602 2.28 -0.30 0.33
C -1.909 -1.681 -1.280 0.45 -0.07 -0.24
H -1.889 -0.965 -2.119 0.07 -0.28 0.29
H -2.729 -2.381 -1.482 0.20 0.21 0.01
C -0.093 1.463 1.665 -0.54 4.52 3.97
O -0.099 2.347 2.437 0.10 -2.99 -2.69
C 2.612 -1.672 0.323 -0.06 -0.80 -0.13
H 3.554 -2.168 0.549 -0.14 0.20 -0.12
C 3.265 0.919 -0.869 -0.29 0.28 -0.53
C 3.447 0.402 2.143 -0.38 0.32 0.56
C -3.578 0.566 -0.111 0.13 0.53 -0.08
C -2.968 -2.099 1.379 0.35 0.00 0.71
C 2.831 2.390 -0.919 -0.10 0.16 0.10
H 3.071 2.935 0.001 -0.04 -0.07 -0.32
H 3.352 2.888 -1.752 -0.14 -0.16 0.25
H 1.752 2.467 -1.092 0.34 0.14 0.08
C 4.799 0.830 -0.820 0.15 -0.12 0.22
H 5.246 1.388 0.009 -0.10 -0.21 -0.28
H 5.149 -0.209 -0.801 -0.02 0.22 0.00
H 5.184 1.284 -1.747 -0.22 -0.14 0.22
C 2.812 0.217 -2.154 -0.18 -0.12 -0.07
H 3.334 0.668 -3.014 -0.16 -0.16 0.31
H 3.046 -0.854 -2.137 0.02 0.22 -0.11
H 1.735 0.341 -2.308 0.31 -0.21 -0.09
C 3.737 1.906 2.267 -0.03 0.11 0.05
H 2.807 2.489 2.274 0.21 0.01 0.02
H 4.244 2.075 3.228 -0.15 -0.03 -0.23
H 4.396 2.285 1.480 -0.19 -0.07 0.28
C 2.660 -0.018 3.386 -0.28 0.14 0.12
H 1.821 0.664 3.570 0.10 -0.04 0.01
H 2.274 -1.042 3.316 0.15 -0.03 -0.01
H 3.324 0.035 4.263 -0.23 -0.06 -0.24
C 4.754 -0.401 2.169 0.23 -0.21 -0.32
H 5.432 -0.179 1.342 -0.18 -0.10 0.25
H 5.280 -0.137 3.100 -0.19 -0.07 -0.26
H 4.562 -1.478 2.193 0.13 0.15 0.12
C -3.360 -1.508 2.737 -0.08 -0.07 -0.01
H -3.735 -2.331 3.363 0.08 0.26 -0.05
H -2.486 -1.080 3.238 -0.21 0.03 0.00
H -4.144 -0.748 2.674 0.28 -0.21 0.12
C -1.900 -3.175 1.628 -0.14 0.02 -0.14
H -1.629 -3.706 0.707 0.01 0.05 0.30
H -1.006 -2.745 2.102 -0.10 -0.27 -0.18
H -2.319 -3.909 2.334 0.19 0.18 -0.22
C -4.195 -2.795 0.759 -0.41 -0.05 -0.19
H -4.344 -3.744 1.293 0.12 0.25 -0.14
H -5.116 -2.219 0.888 0.33 -0.17 -0.05
H -4.078 -3.040 -0.302 -0.09 -0.01 0.24
C -3.593 0.834 -1.619 0.15 0.02 -0.18
H -3.921 -0.041 -2.198 0.04 0.27 0.15
H -4.299 1.654 -1.827 0.23 -0.27 0.12
H -2.606 1.148 -1.972 -0.41 -0.10 -0.02
C -3.162 1.843 0.636 -0.01 0.10 0.03
H -2.189 2.209 0.284 -0.27 0.04 0.11
H -3.912 2.624 0.446 0.22 -0.18 0.11
H -3.110 1.670 1.720 -0.03 0.15 -0.21
C -5.018 0.216 0.289 -0.17 -0.19 0.06
H -5.409 -0.635 -0.280 0.07 0.26 0.19
H -5.140 0.049 1.363 -0.09 0.02 -0.35
H -5.645 1.085 0.032 0.27 -0.22 0.06
Ru -0.020 0.052 0.521 1.39 -2.01 0.50
N -0.267 1.068 -1.113 -0.31 2.09 -3.75
C -0.311 1.667 -2.113 -0.04 0.06 0.81
C -0.338 2.559 -3.321 -0.04 0.16 -0.38
C 0.798 2.153 -4.261 0.62 -0.48 -0.02
C -1.672 2.405 -4.058 -0.65 -0.34 0.08
C -0.166 4.009 -2.858 0.07 0.31 0.69
H 1.776 2.299 -3.783 -0.25 -0.04 -0.19
H 0.698 1.098 -4.553 0.11 0.25 -0.01
H 0.779 2.758 -5.177 -0.18 -0.07 0.36
H -2.507 2.762 -3.442 0.18 -0.10 -0.22
H -1.671 2.997 -4.984 0.24 -0.12 0.33
H -1.847 1.355 -4.334 -0.05 0.27 0.00
H -0.189 4.695 -3.716 -0.02 -0.37 0.13
H -0.977 4.293 -2.173 0.22 0.02 -0.19
H 0.793 4.144 -2.340 -0.23 0.06 -0.15
C -0.412 -0.770 4.633 -0.29 0.76 -0.25
O -0.121 -1.344 3.342 0.04 0.29 1.40
H 0.507 -0.776 5.231 0.07 -0.39 -0.06
H -1.170 -1.375 5.146 0.25 -0.33 -0.09
H -0.781 0.268 4.575 0.17 -0.43 -0.30
H -0.285 -0.679 2.622 0.06 0.15 -0.12
```
Positions in Å, forces in eV/Å.

Output
<S²>	6.05
total charge	+3
LUMO (alpha / beta)	-8.29 / -14.10	eV
multiplicity	5
ΔE to the lowest compared entry with this formula, charge and spin	0.0	kJ/mol
max |F|	6.04	eV/A
E	-60208.832	eV
Kohn-Sham gap (alpha / beta)	8.37 / 4.01	eV
highest occupied orbital energy (alpha / beta)	-16.7 / -18.1	eV



# 3
Formula: C49H42BrN4O3P2S2Sn
Source: the OMol25 dataset
Level of theory: wB97M-V/def2-TZVPD

Geometry as XYZ:
```
104
Properties=species:S:1:pos:R:3:forces:R:3
Sn -0.450 0.762 -2.194 0.00 0.08 0.16
O -6.110 -3.621 -2.327 0.00 0.00 0.00
C -4.918 -3.002 -2.343 -0.02 0.00 0.00
C -3.774 -3.517 -1.737 0.02 0.01 0.02
C -2.611 -2.781 -1.818 0.00 0.01 0.02
N -2.502 -1.610 -2.454 0.01 0.04 0.00
C -3.606 -1.155 -3.024 -0.01 -0.04 0.00
Br -3.494 0.489 -3.969 0.01 -0.02 -0.04
C -4.835 -1.783 -3.003 0.00 0.00 0.00
H -6.053 -4.463 -1.861 0.00 0.00 0.00
H -3.789 -4.464 -1.213 0.00 0.00 0.00
H -1.717 -3.147 -1.327 0.03 0.00 0.01
H -5.701 -1.356 -3.487 0.00 0.00 0.00
C 7.538 0.095 -2.396 0.00 0.00 0.00
C 6.143 0.593 -2.645 -0.01 -0.01 0.00
C 5.075 -0.298 -2.728 0.03 0.00 0.01
C 3.790 0.150 -2.977 -0.03 0.00 -0.02
C 3.565 1.510 -3.145 -0.01 -0.04 0.03
C 4.616 2.416 -3.095 0.00 0.01 0.04
C 5.894 1.951 -2.836 -0.01 0.02 -0.01
S 1.938 2.138 -3.387 -0.03 -0.06 -0.05
O 2.031 3.253 -4.277 0.01 0.01 0.00
O 1.329 2.399 -2.056 -0.06 0.00 -0.01
N 1.000 0.945 -3.837 0.06 -0.07 0.09
C 1.062 0.085 -4.924 0.00 0.03 -0.05
C 1.814 0.310 -6.075 0.00 -0.01 -0.01
C 1.755 -0.642 -7.074 0.01 0.01 0.00
C 0.949 -1.763 -6.911 0.00 0.00 0.00
C 0.236 -1.885 -5.734 0.01 0.00 -0.01
N 0.296 -0.993 -4.744 0.01 0.01 0.00
H 7.535 -0.775 -1.740 0.00 0.00 0.00
H 8.159 0.866 -1.945 0.00 0.00 0.00
H 8.008 -0.203 -3.336 0.00 0.00 0.00
H 5.255 -1.360 -2.601 0.00 0.00 0.00
H 2.973 -0.553 -3.064 -0.02 -0.01 0.04
H 4.428 3.469 -3.256 0.01 0.01 0.00
H 6.715 2.655 -2.786 0.00 0.00 0.00
H 2.402 1.212 -6.180 0.00 0.00 0.00
H 2.324 -0.505 -7.984 0.00 0.00 0.00
H 0.872 -2.519 -7.679 0.00 0.00 0.00
H -0.413 -2.738 -5.565 0.00 0.00 0.00
S 1.932 -3.146 -0.847 -0.01 0.00 0.03
C 0.904 -2.022 -1.615 -0.01 0.02 0.01
N 1.029 -0.785 -1.238 0.05 0.00 -0.05
C 2.019 -0.646 -0.264 0.01 -0.01 -0.08
C 2.439 0.547 0.330 0.10 -0.01 -0.10
C 3.441 0.482 1.272 0.02 0.00 -0.03
C 4.025 -0.742 1.635 -0.01 0.01 0.01
C 3.627 -1.922 1.046 -0.02 0.00 -0.01
C 2.620 -1.857 0.084 0.03 0.02 -0.02
H 0.207 -2.315 -2.389 -0.01 0.01 -0.02
H 2.004 1.488 0.028 0.00 0.01 -0.02
H 3.796 1.394 1.735 0.01 0.00 0.00
H 4.809 -0.757 2.381 0.00 0.00 -0.01
H 4.084 -2.864 1.317 0.00 0.00 0.00
C -0.261 2.345 2.249 0.02 -0.11 -0.01
P -0.880 1.268 0.875 -0.08 0.11 -0.06
C -1.032 -0.435 1.489 0.11 0.00 0.03
C -2.089 -1.297 1.204 -0.04 0.01 -0.02
C -2.071 -2.607 1.667 -0.02 0.00 -0.03
C -0.993 -3.085 2.396 0.03 -0.01 -0.01
C 0.093 -2.252 2.633 -0.05 -0.02 0.02
C 0.076 -0.947 2.171 -0.07 0.03 0.12
C -2.537 1.938 0.509 0.02 0.00 -0.02
C -2.540 2.965 -0.440 0.01 -0.03 -0.02
C -3.722 3.575 -0.830 -0.02 0.01 0.00
C -4.927 3.146 -0.292 0.02 0.02 -0.01
C -4.936 2.134 0.656 0.01 -0.02 0.01
C -3.749 1.540 1.065 -0.04 0.02 0.04
P -0.719 2.368 4.063 0.01 0.05 -0.11
C 0.348 1.070 4.798 -0.08 -0.03 0.09
C -0.086 0.369 5.925 0.00 -0.01 -0.07
C 0.750 -0.523 6.579 0.01 -0.01 0.00
C 2.050 -0.719 6.135 0.00 0.00 0.02
C 2.511 0.007 5.047 -0.02 0.02 -0.01
C 1.673 0.900 4.397 0.02 0.01 0.00
C -2.418 1.682 4.144 0.03 0.01 0.02
C -3.434 2.634 4.249 0.04 0.01 0.01
C -4.765 2.253 4.334 -0.02 -0.02 -0.01
C -5.098 0.907 4.338 -0.01 0.01 -0.01
C -4.097 -0.052 4.245 0.03 -0.03 0.03
C -2.768 0.331 4.145 0.04 0.01 0.04
H -0.507 3.342 1.873 -0.01 0.01 0.02
H 0.831 2.310 2.215 0.00 0.00 0.00
H -2.939 -0.955 0.632 -0.05 0.06 -0.01
H -2.917 -3.252 1.463 -0.01 -0.01 -0.01
H -0.994 -4.101 2.770 0.00 0.00 0.00
H 0.951 -2.610 3.189 0.00 0.00 0.00
H 0.932 -0.315 2.363 -0.05 -0.03 0.04
H -1.602 3.298 -0.876 -0.01 0.01 0.01
H -3.702 4.374 -1.559 0.00 0.00 0.00
H -5.855 3.608 -0.603 0.00 0.00 0.00
H -5.870 1.813 1.099 0.00 0.00 0.00
H -3.778 0.793 1.845 0.01 -0.05 -0.06
H -1.090 0.518 6.301 -0.05 -0.01 -0.01
H 0.385 -1.061 7.444 0.00 0.00 0.00
H 2.704 -1.413 6.647 0.00 0.00 0.00
H 3.534 -0.110 4.709 0.00 0.00 0.00
H 2.074 1.464 3.563 -0.02 0.00 0.02
H -3.175 3.686 4.274 0.01 -0.01 0.00
H -5.537 3.007 4.414 0.00 0.00 0.00
H -6.134 0.604 4.424 0.00 0.00 0.00
H -4.351 -1.105 4.254 0.00 0.00 0.00
H -2.003 -0.429 4.073 0.07 -0.04 0.02
```
Positions in Å, forces in eV/Å.

Output
total charge	+1
LUMO	-2.37	eV
multiplicity	1
ΔE to the lowest compared entry with this formula, charge and spin	0.0	kJ/mol
max |F|	0.18	eV/A
E	-179716.482	eV
Kohn-Sham gap	7.30	eV
highest occupied orbital energy	-9.7	eV